Record 1
Here is one molecule with the formula C23H27NO from the Open Molecules 2025 dataset. Energies are from ωB97M-V/def2-TZVPD.

CARTESIAN COORDINATES (ANGSTROEM)
O (0.06, -3.60, -0.22)
C (0.34, -2.58, 0.38)
C (1.62, -1.87, 0.14)
C (2.24, -2.07, -1.10)
C (3.42, -1.44, -1.42)
C (4.01, -0.61, -0.48)
C (3.40, -0.42, 0.77)
C (2.22, -1.03, 1.09)
H (1.77, -0.89, 2.06)
C (4.24, 0.51, 1.61)
C (5.38, 0.83, 0.70)
C (6.47, 1.65, 0.93)
C (7.42, 1.80, -0.08)
C (7.27, 1.14, -1.29)
C (6.18, 0.32, -1.53)
C (5.23, 0.17, -0.53)
H (6.07, -0.19, -2.47)
H (8.02, 1.27, -2.06)
H (8.28, 2.43, 0.08)
H (6.59, 2.16, 1.87)
H (4.58, 0.02, 2.53)
H (3.68, 1.40, 1.91)
H (3.88, -1.60, -2.39)
H (1.75, -2.73, -1.80)
C (-0.62, -1.96, 1.37)
H (-1.49, -2.63, 1.46)
H (-0.14, -1.91, 2.35)
C (-1.07, -0.56, 0.93)
H (-0.19, 0.08, 0.84)
C (-1.81, -0.59, -0.40)
H (-1.23, -1.17, -1.12)
H (-1.87, 0.43, -0.79)
C (-3.24, -1.17, -0.33)
N (-4.33, -0.22, -0.27)
C (-4.53, 0.55, -1.49)
C (-5.90, 1.22, -1.45)
C (-6.00, 2.13, -0.23)
C (-5.71, 1.31, 1.02)
C (-4.35, 0.63, 0.90)
H (-4.17, 0.01, 1.78)
H (-3.57, 1.41, 0.86)
H (-6.48, 0.54, 1.13)
H (-5.73, 1.95, 1.91)
H (-7.00, 2.58, -0.18)
H (-5.28, 2.94, -0.32)
H (-6.66, 0.45, -1.40)
H (-6.05, 1.79, -2.37)
H (-4.46, -0.13, -2.34)
H (-3.75, 1.34, -1.61)
H (-3.42, -1.80, -1.20)
H (-3.34, -1.80, 0.56)
H (-1.71, -0.14, 1.71)

## Properties
LUMO level: 0.097 eV
Molecular weight: 333.5 g/mol
HOMO-LUMO gap: 8.35 eV
Energy above the lowest of the compared OMol25 structures with the same formula, charge and spin: 4.07 kcal/mol
SMILES: O=C(CCCCN1CCCCC1)c1ccc2c(c1)Cc1ccccc1-2
Strongest force on any atom: 0.63 eV/A



Record 2
Here is C5H7NO2 as an isolated structure at a distorted geometry from the Open Molecules 2025 dataset. Energies are from ωB97M-V/def2-TZVPD.

CARTESIAN COORDINATES (ANGSTROEM)
C (-0.17, -0.66, -0.66)
C (-0.90, 0.74, -1.89)
C (-0.13, 0.14, 0.47)
C (1.92, -1.37, 1.31)
C (-0.36, 1.22, 1.16)
O (-2.21, 1.08, -1.75)
N (0.66, -1.34, 1.43)
O (-0.22, 1.19, -2.76)
H (-2.58, 0.66, -0.96)
H (-0.92, -1.45, -0.68)
H (0.76, -0.83, -1.19)
H (2.53, -1.98, 1.99)
H (2.49, -0.77, 0.58)
H (-0.08, 1.26, 2.21)
H (-0.81, 2.11, 0.73)

## Properties
LUMO level: 0.569 eV
Molecular weight: 113.1 g/mol
HOMO-LUMO gap: 8.87 eV
Energy above the lowest of the compared OMol25 structures with the same formula, charge and spin: 114.12 kcal/mol
Strongest force on any atom: 6.63 eV/A



Record 3
Here is C4H8O2 as an isolated structure from the Open Molecules 2025 dataset. Energies are from ωB97M-V/def2-TZVPD.

CARTESIAN COORDINATES (ANGSTROEM)
C (-0.74, 0.64, -0.62)
C (-0.89, 0.11, 0.80)
C (0.43, -0.62, 1.16)
O (1.44, 0.08, 0.41)
C (1.14, 0.05, -0.90)
O (0.92, -1.08, -1.54)
H (-1.60, 0.40, -1.26)
H (-0.58, 1.72, -0.70)
H (-0.11, -0.34, -1.40)
H (-1.73, -0.58, 0.89)
H (-1.05, 0.93, 1.51)
H (0.71, -0.53, 2.21)
H (0.41, -1.67, 0.86)
H (1.64, 0.88, -1.41)

## Properties
LUMO level: 0.942 eV
Molecular weight: 88.1 g/mol
HOMO-LUMO gap: 9.98 eV
Energy above the lowest of the compared OMol25 structures with the same formula, charge and spin: 99.17 kcal/mol
Strongest force on any atom: 0.32 eV/A



Record 4
Here is C14H20N2OS as an isolated structure at a distorted geometry from the Open Molecules 2025 dataset. Energies are from ωB97M-V/def2-TZVPD.

CARTESIAN COORDINATES (ANGSTROEM)
C (-4.40, -1.24, -0.30)
N (-3.48, -0.18, -0.90)
C (-2.21, -0.52, -1.47)
C (-1.20, -0.94, -0.45)
N (-0.62, 0.13, -0.06)
C (0.45, 0.62, -0.46)
O (0.89, 0.00, -1.30)
C (1.16, 1.95, -0.02)
H (0.60, 2.87, -0.30)
H (1.25, 1.84, 1.18)
S (2.80, 2.34, -0.53)
C (3.54, 0.70, -0.29)
C (3.20, -0.48, 0.65)
C (3.89, -1.38, 1.03)
C (5.02, -1.77, 0.17)
C (5.44, -0.88, -0.51)
C (4.85, 0.16, -0.83)
H (5.14, 0.98, -1.53)
H (6.52, -0.95, -1.25)
H (5.54, -2.63, 0.60)
H (3.45, -2.18, 1.63)
H (2.16, 0.00, 1.48)
C (-1.28, 1.14, 1.23)
H (-1.18, 2.14, 1.20)
C (-2.79, 0.96, 1.05)
H (-2.91, -0.18, 1.67)
H (-3.15, 1.32, 2.02)
C (-3.50, 1.15, -0.07)
H (-4.64, 1.27, 0.29)
H (-3.02, 1.74, -0.54)
H (-0.79, 0.85, 2.08)
H (-1.67, -1.53, 0.29)
H (-0.44, -1.43, -0.90)
H (-2.57, -1.63, -2.07)
H (-2.03, 0.11, -2.11)
H (-3.97, -1.59, 0.50)
H (-4.62, -1.95, -1.36)
H (-5.41, -0.81, 0.21)

## Properties
LUMO level: 0.449 eV
Molecular weight: 264.4 g/mol
HOMO-LUMO gap: 8.28 eV
Energy above the lowest of the compared OMol25 structures with the same formula, charge and spin: 421.12 kcal/mol
Strongest force on any atom: 19.56 eV/A



Record 5
Here is an isolated ion of composition C5H12NS and charge -1 at a distorted geometry from the Open Molecules 2025 dataset. Energies are from ωB97M-V/def2-TZVPD.

CARTESIAN COORDINATES (ANGSTROEM)
C (1.33, 0.57, 0.59)
N (0.37, -0.49, 0.47)
C (-0.97, 0.03, 0.19)
C (-1.92, -1.01, 0.65)
S (-3.55, -0.22, 0.30)
C (-1.14, 0.46, -1.33)
C (2.72, 0.20, 0.16)
H (0.92, 1.41, 0.09)
H (1.15, 0.80, 1.65)
H (0.50, -1.27, -0.17)
H (-1.22, 0.94, 0.62)
H (-1.92, -1.95, 0.10)
H (-1.76, -1.44, 1.68)
H (-1.59, -0.34, -2.03)
H (-0.28, 0.78, -1.81)
H (-2.01, 1.29, -1.40)
H (3.40, 1.03, 0.08)
H (3.13, -0.55, 1.04)
H (2.82, -0.25, -0.87)

## Properties
Net charge: -1
LUMO level: 3.462 eV
Molecular weight: 118.2 g/mol
HOMO-LUMO gap: 5.61 eV
Energy above the lowest of the compared OMol25 structures with the same formula, charge and spin: 45.59 kcal/mol
SMILES: CCN[C@@H](C)C[S-]
Strongest force on any atom: 5.09 eV/A



Record 6
Here is C28H49N2O2P3Ru as an isolated structure at a distorted geometry from the Open Molecules 2025 dataset. Energies are from ωB97M-V/def2-TZVPD.

CARTESIAN COORDINATES (ANGSTROEM)
Ru (1.22, 0.88, -2.12)
P (2.38, 1.12, -0.09)
P (-0.50, 2.06, -1.43)
P (3.00, -0.22, -2.93)
H (-1.05, -1.24, -0.61)
C (-0.12, -1.85, -0.78)
C (0.86, -1.86, 0.09)
H (0.77, -1.25, 1.00)
C (1.84, 1.46, 1.68)
C (3.12, 2.83, -0.39)
C (3.92, 0.20, 0.47)
C (-2.13, 1.49, -1.92)
C (-0.85, 2.84, 0.18)
C (0.04, 3.30, -2.62)
C (3.61, -1.83, -2.32)
C (4.42, 0.93, -2.98)
C (2.66, -0.48, -4.68)
H (-0.10, -2.44, -1.71)
H (1.87, -2.25, -0.10)
H (1.72, 0.53, 2.25)
H (0.84, 1.88, 1.71)
H (2.48, 2.15, 2.26)
H (2.31, 3.51, -0.66)
H (3.79, 2.80, -1.25)
H (3.65, 3.23, 0.49)
H (3.65, -0.82, 0.75)
H (4.42, 0.68, 1.34)
H (4.68, 0.10, -0.32)
H (-2.68, 2.37, -2.30)
H (-2.66, 1.07, -1.05)
H (-2.06, 0.75, -2.72)
H (-1.71, 3.47, 0.01)
H (-0.01, 3.45, 0.46)
H (-1.09, 2.06, 0.88)
H (-0.83, 3.90, -2.85)
H (0.38, 2.79, -3.53)
H (0.83, 3.91, -2.18)
H (4.30, -2.24, -3.07)
H (2.77, -2.53, -2.20)
H (4.14, -1.73, -1.37)
H (5.07, 0.57, -3.78)
H (4.98, 0.95, -2.04)
H (4.05, 1.92, -3.24)
H (3.62, -0.62, -5.17)
H (2.17, 0.41, -5.09)
H (2.04, -1.37, -4.82)
C (-0.80, -0.86, -4.33)
C (-1.89, -0.44, -5.14)
C (-2.41, -1.19, -6.23)
C (-1.85, -2.44, -6.52)
C (-0.80, -2.92, -5.73)
C (-0.33, -2.16, -4.63)
O (-0.26, 0.02, -3.52)
H (0.51, -0.47, -2.51)
H (-2.27, 0.58, -4.89)
H (-3.27, -0.76, -6.81)
H (-2.18, -3.00, -7.39)
H (-0.37, -3.93, -5.96)
H (0.41, -2.61, -3.95)
C (-2.08, -1.25, 6.66)
N (-1.26, -0.98, 5.49)
N (-1.81, -0.50, 4.36)
C (-0.85, -0.50, 3.35)
O (-1.11, -0.06, 2.18)
C (0.30, -1.06, 3.96)
C (0.02, -1.34, 5.26)
C (0.84, -1.95, 6.34)
C (-3.17, -0.14, 4.22)
C (-3.78, 0.73, 5.14)
C (-5.15, 0.97, 5.03)
C (-5.88, 0.44, 3.96)
C (-5.24, -0.35, 2.99)
C (-3.87, -0.60, 3.10)
H (-2.48, -0.31, 7.05)
H (-1.43, -1.71, 7.41)
H (-2.90, -1.93, 6.42)
H (1.24, -1.26, 3.46)
H (0.89, -1.31, 7.24)
H (0.46, -2.95, 6.64)
H (1.87, -2.09, 5.96)
H (-3.19, 1.19, 5.94)
H (-5.63, 1.60, 5.79)
H (-6.96, 0.62, 3.88)
H (-5.80, -0.76, 2.15)
H (-3.34, -1.18, 2.34)

## Properties
Net charge: +3
2S+1: 6
LUMO level (spin up / spin down): -7.115 / -10.662 eV
Molecular weight: 639.7 g/mol
HOMO-LUMO gap (spin up / spin down): 6.30 / 5.51 eV
Energy above the lowest of the compared OMol25 structures with the same formula, charge and spin: 87.36 kcal/mol
Strongest force on any atom: 4.80 eV/A



Please write out number 6 again, unchanged.
Here is C28H49N2O2P3Ru as an isolated structure at a distorted geometry from the Open Molecules 2025 dataset. Energies are from ωB97M-V/def2-TZVPD.

CARTESIAN COORDINATES (ANGSTROEM)
Ru (1.22, 0.88, -2.12)
P (2.38, 1.12, -0.09)
P (-0.50, 2.06, -1.43)
P (3.00, -0.22, -2.93)
H (-1.05, -1.24, -0.61)
C (-0.12, -1.85, -0.78)
C (0.86, -1.86, 0.09)
H (0.77, -1.25, 1.00)
C (1.84, 1.46, 1.68)
C (3.12, 2.83, -0.39)
C (3.92, 0.20, 0.47)
C (-2.13, 1.49, -1.92)
C (-0.85, 2.84, 0.18)
C (0.04, 3.30, -2.62)
C (3.61, -1.83, -2.32)
C (4.42, 0.93, -2.98)
C (2.66, -0.48, -4.68)
H (-0.10, -2.44, -1.71)
H (1.87, -2.25, -0.10)
H (1.72, 0.53, 2.25)
H (0.84, 1.88, 1.71)
H (2.48, 2.15, 2.26)
H (2.31, 3.51, -0.66)
H (3.79, 2.80, -1.25)
H (3.65, 3.23, 0.49)
H (3.65, -0.82, 0.75)
H (4.42, 0.68, 1.34)
H (4.68, 0.10, -0.32)
H (-2.68, 2.37, -2.30)
H (-2.66, 1.07, -1.05)
H (-2.06, 0.75, -2.72)
H (-1.71, 3.47, 0.01)
H (-0.01, 3.45, 0.46)
H (-1.09, 2.06, 0.88)
H (-0.83, 3.90, -2.85)
H (0.38, 2.79, -3.53)
H (0.83, 3.91, -2.18)
H (4.30, -2.24, -3.07)
H (2.77, -2.53, -2.20)
H (4.14, -1.73, -1.37)
H (5.07, 0.57, -3.78)
H (4.98, 0.95, -2.04)
H (4.05, 1.92, -3.24)
H (3.62, -0.62, -5.17)
H (2.17, 0.41, -5.09)
H (2.04, -1.37, -4.82)
C (-0.80, -0.86, -4.33)
C (-1.89, -0.44, -5.14)
C (-2.41, -1.19, -6.23)
C (-1.85, -2.44, -6.52)
C (-0.80, -2.92, -5.73)
C (-0.33, -2.16, -4.63)
O (-0.26, 0.02, -3.52)
H (0.51, -0.47, -2.51)
H (-2.27, 0.58, -4.89)
H (-3.27, -0.76, -6.81)
H (-2.18, -3.00, -7.39)
H (-0.37, -3.93, -5.96)
H (0.41, -2.61, -3.95)
C (-2.08, -1.25, 6.66)
N (-1.26, -0.98, 5.49)
N (-1.81, -0.50, 4.36)
C (-0.85, -0.50, 3.35)
O (-1.11, -0.06, 2.18)
C (0.30, -1.06, 3.96)
C (0.02, -1.34, 5.26)
C (0.84, -1.95, 6.34)
C (-3.17, -0.14, 4.22)
C (-3.78, 0.73, 5.14)
C (-5.15, 0.97, 5.03)
C (-5.88, 0.44, 3.96)
C (-5.24, -0.35, 2.99)
C (-3.87, -0.60, 3.10)
H (-2.48, -0.31, 7.05)
H (-1.43, -1.71, 7.41)
H (-2.90, -1.93, 6.42)
H (1.24, -1.26, 3.46)
H (0.89, -1.31, 7.24)
H (0.46, -2.95, 6.64)
H (1.87, -2.09, 5.96)
H (-3.19, 1.19, 5.94)
H (-5.63, 1.60, 5.79)
H (-6.96, 0.62, 3.88)
H (-5.80, -0.76, 2.15)
H (-3.34, -1.18, 2.34)

## Properties
Net charge: +3
2S+1: 6
LUMO level (spin up / spin down): -7.115 / -10.662 eV
Molecular weight: 639.7 g/mol
HOMO-LUMO gap (spin up / spin down): 6.30 / 5.51 eV
Energy above the lowest of the compared OMol25 structures with the same formula, charge and spin: 87.36 kcal/mol
Strongest force on any atom: 4.80 eV/A



> Look up the molecular weight of the sixth one.

639.7 g/mol



> What is the energy above the lowest of the compared OMol25 structures with the same formula, charge and spin in the second record?

114.12 kcal/mol



Repeat the second record exactly.
Here is C5H7NO2 as an isolated structure at a distorted geometry from the Open Molecules 2025 dataset. Energies are from ωB97M-V/def2-TZVPD.

CARTESIAN COORDINATES (ANGSTROEM)
C (-0.17, -0.66, -0.66)
C (-0.90, 0.74, -1.89)
C (-0.13, 0.14, 0.47)
C (1.92, -1.37, 1.31)
C (-0.36, 1.22, 1.16)
O (-2.21, 1.08, -1.75)
N (0.66, -1.34, 1.43)
O (-0.22, 1.19, -2.76)
H (-2.58, 0.66, -0.96)
H (-0.92, -1.45, -0.68)
H (0.76, -0.83, -1.19)
H (2.53, -1.98, 1.99)
H (2.49, -0.77, 0.58)
H (-0.08, 1.26, 2.21)
H (-0.81, 2.11, 0.73)

## Properties
LUMO level: 0.569 eV
Molecular weight: 113.1 g/mol
HOMO-LUMO gap: 8.87 eV
Energy above the lowest of the compared OMol25 structures with the same formula, charge and spin: 114.12 kcal/mol
Strongest force on any atom: 6.63 eV/A